{"formula": "C25H33BNO", "method": "ωB97M-V with the def2-TZVPD basis set", "symbols": ["C", "O", "C", "C", "C", "C", "C", "C", "C", "C", "C", "C", "C", "C", "C", "C", "H", "H", "H", "H", "H", "H", "H", "H", "H", "H", "H", "H", "H", "H", "H", "C", "C", "N", "C", "C", "C", "C", "C", "C", "C", "C", "B", "H", "H", "H", "H", "H", "H", "H", "H", "H", "H", "H", "H", "H", "H", "H", "H", "H", "H"], "coordinates": [[6.045205, -3.121501, 3.439683], [5.671812, -1.893604, 2.785578], [4.370300, -1.510054, 2.777140], [4.086912, -0.289964, 2.109057], [2.794746, 0.150616, 1.993424], [1.695702, -0.604146, 2.520067], [0.376509, -0.122515, 2.325957], [-0.825853, -0.866331, 2.441515], [-2.077757, -0.187916, 2.593169], [-3.265901, -0.888590, 2.650663], [-3.281716, -2.287375, 2.554466], [-4.589079, -3.010326, 2.560228], [-2.067732, -2.977414, 2.426628], [-0.868507, -2.291273, 2.343376], [2.012541, -1.788101, 3.257828], [3.311001, -2.250415, 3.366000], [7.124367, -3.165680, 3.310575], [5.794036, -3.097865, 4.509021], [5.572916, -3.989742, 2.959696], [4.925126, 0.257602, 1.684570], [2.577446, 1.088453, 1.474344], [0.288744, 0.939569, 2.115002], [-2.062948, 0.900822, 2.686820], [-4.211693, -0.355491, 2.782675], [-4.435241, -4.090913, 2.497112], [-5.168054, -2.794154, 3.467408], [-5.204891, -2.701511, 1.704715], [-2.077861, -4.069507, 2.388102], [0.060286, -2.839491, 2.189067], [1.222476, -2.328384, 3.778220], [3.531639, -3.172098, 3.914038], [-3.074613, 2.127539, -1.555048], [-2.083706, 0.975725, -1.579177], [-0.662491, 1.418043, -1.960497], [0.164826, 0.130901, -2.083022], [1.578124, 0.392912, -2.575313], [-0.705958, 2.098796, -3.284137], [-1.225254, 1.359336, -4.340258], [-1.305771, 1.924154, -5.620253], [-0.854164, 3.230973, -5.826093], [-0.332143, 3.966108, -4.759902], [-0.260260, 3.397682, -3.470179], [-0.037930, 2.284825, -0.743177], [-0.004327, 1.518801, 0.243812], [-4.061485, 1.719674, -1.305572], [-2.831567, 2.889468, -0.806090], [-3.162852, 2.614375, -2.533292], [-2.010871, 0.499065, -0.592577], [-2.394034, 0.215508, -2.306987], [0.177198, -0.327100, -1.084996], [-0.369044, -0.541750, -2.765922], [2.087678, -0.572304, -2.674803], [1.586875, 0.871451, -3.561556], [2.166638, 1.008561, -1.885069], [-1.572537, 0.335296, -4.174134], [-1.720999, 1.329676, -6.438058], [-0.914311, 3.668183, -6.827648], [0.022578, 4.986445, -4.925178], [0.143041, 3.976550, -2.636183], [1.101699, 2.624113, -1.025654], [-0.768869, 3.234322, -0.509163]], "forces_ev_per_angstrom": [[-0.070, 0.016, 0.007], [-1.532, 0.341, 0.170], [0.491, -0.336, -0.206], [0.161, -0.256, 0.058], [-0.181, 0.129, 0.135], [0.107, -0.025, 0.078], [0.582, -0.366, 0.700], [-0.822, -0.493, -0.111], [0.526, 0.026, -0.104], [0.117, 0.299, 0.095], [0.131, 0.153, 0.020], [-0.186, -0.307, 0.001], [0.147, 0.018, -0.003], [0.062, 0.300, 0.160], [0.216, -0.106, -0.216], [0.189, 0.070, 0.044], [-0.119, -0.109, 0.082], [0.066, 0.070, -0.288], [0.098, 0.279, 0.067], [-0.213, -0.053, 0.084], [0.083, -0.314, 0.091], [-0.078, -0.106, -0.173], [-0.084, -0.310, -0.106], [0.351, -0.144, -0.084], [-0.097, 0.161, 0.020], [0.170, 0.008, -0.170], [0.152, -0.036, 0.176], [0.028, 0.374, -0.110], [-0.380, 0.105, -0.129], [0.262, 0.194, -0.111], [-0.184, 0.471, -0.171], [-0.333, 0.037, 0.068], [0.439, 0.370, -0.080], [-0.211, -0.825, 0.201], [-0.105, 0.541, -0.001], [0.297, -0.215, -0.059], [-0.080, -0.325, 0.204], [-0.115, 0.145, -0.747], [0.066, -0.147, 0.498], [-0.002, -0.013, -0.006], [-0.095, -0.384, 0.270], [0.081, 0.414, -0.366], [0.220, 0.292, 0.633], [-0.140, 0.222, -0.591], [0.133, 0.050, -0.061], [0.046, -0.284, -0.228], [0.068, -0.123, 0.197], [0.126, 0.144, -0.247], [0.036, 0.163, 0.205], [-0.097, 0.202, -0.239], [0.170, 0.125, 0.156], [-0.077, 0.111, -0.029], [-0.045, -0.089, 0.219], [-0.308, -0.162, -0.170], [0.112, 0.450, -0.226], [0.172, 0.286, 0.243], [0.050, -0.119, 0.425], [-0.129, -0.368, 0.117], [-0.176, -0.296, -0.307], [-0.410, -0.011, 0.047], [0.315, -0.241, -0.132]], "nbo_charge": [-0.266, -0.452, 0.425, -0.263, -0.111, -0.117, 0.082, -0.108, -0.119, -0.225, 0.098, -0.652, -0.228, -0.135, -0.104, -0.325, 0.225, 0.194, 0.193, 0.252, 0.249, 0.250, 0.236, 0.236, 0.229, 0.246, 0.245, 0.233, 0.226, 0.232, 0.245, -0.640, -0.193, -0.435, -0.193, -0.639, 0.250, -0.271, -0.197, -0.210, -0.179, -0.262, -0.204, -0.096, 0.222, 0.238, 0.226, 0.214, 0.198, 0.212, 0.199, 0.222, 0.227, 0.234, 0.213, 0.226, 0.228, 0.227, 0.258, -0.036, -0.031], "gap_ev": 6.41, "total_energy_ha": -1126.997405, "lumo_ev": -5.11, "charge": 1, "relative_energy_kj_mol": 0.0, "max_force_ev_per_a": 1.6}